Entry 1:
C19H25N3O5S in the gas phase, computed with wB97M-V/def2-TZVPD.

Computed properties:
Net charge   0
Electronic energy   -1677.62940 Ha
HOMO-LUMO gap   9.1648 eV

Cartesian coordinates (Å):
C: -0.45440 2.98939 4.66283
C: -1.72965 2.17225 4.47911
O: -2.20523 2.19561 3.14715
C: -1.57547 1.46449 2.18852
C: -2.02984 1.66498 0.88221
C: -1.48249 0.96970 -0.17262
C: -0.47456 0.03197 0.04721
C: -0.01750 -0.16696 1.34323
C: -0.55596 0.54394 2.40307
H: -0.16443 0.35876 3.39046
H: 0.78067 -0.86159 1.54769
N: 0.05012 -0.66634 -1.06110
S: -1.01173 -1.64167 -1.91318
O: -0.28285 -2.17389 -3.02662
O: -2.21321 -0.91361 -2.18244
C: -1.38871 -2.93555 -0.77066
C: -2.35453 -2.90371 0.20317
O: -2.29675 -4.04605 0.89519
N: -1.30839 -4.83355 0.39730
C: -0.74810 -4.19615 -0.59436
C: 0.37525 -4.75574 -1.38061
H: 0.27117 -5.83480 -1.45202
H: 1.32136 -4.53977 -0.88547
H: 0.38599 -4.30518 -2.36951
C: -3.36364 -1.88380 0.55711
H: -3.52444 -1.23314 -0.29817
H: -4.29139 -2.37034 0.84927
H: -3.01340 -1.28097 1.39508
C: 1.39385 -1.19080 -0.98188
H: 1.60170 -1.65364 -1.94889
C: 2.40413 -0.07634 -0.70385
O: 3.16628 -0.13256 0.24505
N: 2.39856 0.94674 -1.56503
C: 1.56504 1.12396 -2.73886
C: 2.27678 2.22971 -3.51552
H: 1.60041 2.77226 -4.17184
C: 2.85147 3.09945 -2.39921
C: 3.30963 2.06667 -1.37561
H: 3.25597 2.41755 -0.34296
H: 4.33626 1.73510 -1.56547
H: 3.66703 3.73558 -2.73547
H: 2.06766 3.72794 -1.97547
H: 3.08480 1.80805 -4.11433
H: 1.47148 0.19673 -3.30636
H: 0.56031 1.44470 -2.44234
H: 1.50956 -1.95151 -0.19908
H: -1.84370 1.12869 -1.17475
H: -2.81490 2.38604 0.72003
H: -1.58581 1.14032 4.82217
H: -2.54223 2.61630 5.06089
H: 0.35841 2.58233 4.06645
H: -0.62789 4.01625 4.35113
H: -0.16270 2.98219 5.70937



Entry 2:
BrO3 in the gas phase, computed with wB97M-V/def2-TZVPD.

Computed properties:
Net charge   0
Electronic energy   -2799.42176 Ha
HOMO-LUMO gap (spin up / spin down)   7.9214 / 8.3888 eV
Multiplicity   2

Cartesian coordinates (Å):
Br: 0.49449 -1.49410 0.50000
O: -1.50393 -1.55081 0.50000
O: -2.17746 -0.27908 0.50000
O: -3.48123 -0.05951 0.50000



Entry 3:
2 unconnected molecules or ions with the total composition C5H8N5O, computed with wB97M-V/def2-TZVPD.

Computed properties:
Net charge   +1
Electronic energy   -543.91312 Ha
HOMO-LUMO gap (spin up / spin down)   6.7314 / 7.1119 eV

Cartesian coordinates (Å):
C: 3.77049 0.07750 -0.06456
C: 2.69392 -0.74106 0.08229
C: 1.99602 1.39733 -0.08401
C: -3.39302 0.48863 0.33024
C: 0.19252 -0.42256 -0.09362
N: 3.26754 1.38544 -0.22626
N: 1.49908 -0.06200 -0.05865
N: -2.24559 1.33467 0.47191
N: -1.34993 1.41376 -0.45146
N: -0.26924 -1.62451 -0.04301
O: -3.25787 -0.54023 -0.29650
H: 4.74269 -0.15066 0.27352
H: 2.69802 -1.75346 0.05182
H: 1.46865 2.32815 -0.01407
H: -4.31649 0.74640 0.78837
H: -2.46645 2.08531 1.08373
H: -1.50272 0.77439 -1.21314
H: 0.02976 -2.61692 0.04826
H: -1.37910 -1.69746 -0.01150



Entry 4:
2 unconnected molecules or ions with the total composition C3H11N2O, computed with wB97M-V/def2-TZVPD.

Computed properties:
Net charge   +1
Electronic energy   -305.36717 Ha
HOMO-LUMO gap   10.3255 eV

Cartesian coordinates (Å):
C: -2.13916 -1.38170 0.41511
C: -1.11593 -0.47120 -0.15618
C: 0.18475 -0.49528 0.26425
N: 0.80260 0.85494 0.26739
N: -1.53074 0.68599 -0.90560
H: -1.71848 -1.79509 1.32785
H: -2.48027 -2.27637 -0.13700
H: -3.00807 -0.79978 0.74893
H: 0.84278 -1.34500 0.11308
H: 0.06148 1.42823 -0.17271
H: 1.73082 1.06278 -0.16720
H: 0.95861 1.17951 1.22366
H: -1.97052 0.41799 -1.77646
H: -2.19373 1.18598 -0.31223
H: 4.00655 0.50844 -1.00013
H: 4.12502 0.60537 0.47594
O: 3.44430 0.63518 -0.20874



Entry 5:
3 unconnected molecules or ions with the total composition C14H32N3O2Si, computed with wB97M-V/def2-TZVPD.

Computed properties:
Net charge   +1
Electronic energy   -1156.68530 Ha
HOMO-LUMO gap   8.3488 eV

Cartesian coordinates (Å):
C: 1.71130 1.04361 -1.82252
C: 0.58769 1.13188 -0.77970
C: 1.14396 1.43906 0.61752
N: 1.56768 2.86168 0.75095
C: 0.96235 3.64870 -0.12520
N: 1.57116 4.57496 -0.80225
N: -0.39243 3.41054 -0.32018
C: -0.49702 2.15083 -1.15428
Si: -2.30742 1.52176 -1.06934
C: -3.27264 2.15784 0.42535
C: -3.19337 2.22682 -2.59472
C: -2.47299 -0.34841 -1.11792
H: 1.32335 0.90782 -2.82930
H: 2.41411 0.26329 -1.53358
H: 2.29374 1.97511 -1.83734
H: 0.20794 0.11096 -0.70226
H: 1.92081 0.71846 0.85808
H: 0.31990 1.28320 1.31852
H: 2.57882 2.95447 0.69172
H: 1.00829 5.17060 -1.39753
H: 2.57659 4.67631 -0.80202
H: -0.74047 3.22655 0.62087
H: -0.32774 2.47369 -2.18367
H: -2.94462 1.72052 1.36795
H: -4.32587 1.93927 0.24660
H: -3.18205 3.24755 0.45055
H: -3.52312 3.23761 -2.33954
H: -4.10331 1.66867 -2.80853
H: -2.52162 2.23936 -3.45133
H: -2.11476 -0.78975 -0.17993
H: -3.50040 -0.69080 -1.21882
H: -1.84485 -0.77532 -1.90432
C: 4.90925 -1.67049 0.97201
C: 4.11759 -2.36158 -0.11122
O: 2.93757 -2.13486 -0.27718
C: 4.85713 -3.34710 -0.97752
H: 4.25811 -0.99130 1.52037
H: 5.31300 -2.40715 1.66738
H: 5.72633 -1.09792 0.52999
H: 5.25885 -4.15508 -0.36445
H: 5.67159 -2.84529 -1.50238
H: 4.17285 -3.76878 -1.71052
C: -3.75812 -3.91400 3.44424
C: -3.15304 -3.73896 2.07291
O: -3.80642 -3.89028 1.06743
C: -1.69043 -3.36388 2.00740
H: -4.80785 -4.18067 3.34361
H: -3.24183 -4.71087 3.98184
H: -3.68300 -2.98263 4.00826
H: -1.08330 -4.13634 2.48137
H: -1.52977 -2.40684 2.50824
H: -1.39151 -3.27285 0.96442



Entry 6:
2 unconnected molecules or ions with the total composition C5H13BrN2O, computed with wB97M-V/def2-TZVPD.

Computed properties:
Net charge   0
Electronic energy   -2956.93818 Ha
HOMO-LUMO gap   8.3697 eV

Cartesian coordinates (Å):
C: -1.61910 -1.08361 0.91163
C: -2.16531 0.64723 -0.90116
C: 0.06459 0.63510 0.14180
C: -1.03088 -0.23626 -0.30768
C: 4.13139 0.88823 -0.11965
N: 1.30596 -0.20768 0.39756
N: 1.95452 -0.56290 -0.80361
O: 3.62301 1.21467 0.94726
Br: 5.77415 -0.23672 -0.07992
H: -2.32401 -1.79386 0.49839
H: -0.78426 -1.58174 1.35999
H: -2.29225 -0.44264 1.48039
H: -1.86110 1.41507 -1.57812
H: -2.53787 1.13227 0.03244
H: -2.84702 0.03597 -1.47491
H: 0.37492 1.20390 -0.76447
H: 0.03701 1.38696 1.03130
H: -0.71358 -0.86082 -1.04582
H: 3.95226 1.15901 -1.19644
H: 1.04226 -1.12030 0.89594
H: 2.11664 -1.52074 -0.65076
H: 1.94173 0.40326 0.99605



Entry 7:
A molecular structure, CCsO3, computed with wB97M-V/def2-TZVPD.

Computed properties:
Net charge   -1
Electronic energy   -283.96648 Ha
HOMO-LUMO gap   2.4409 eV

Cartesian coordinates (Å):
Cs: -2.49903 -1.73719 0.01394
C: 0.62896 0.45844 0.00212
O: 1.69855 0.63079 0.69801
O: 0.00532 1.42312 -0.58697
O: 0.16620 -0.77517 -0.12710



Entry 8:
C5H12NP in the gas phase, computed with wB97M-V/def2-TZVPD.

Computed properties:
Net charge   0
Electronic energy   -593.74316 Ha
HOMO-LUMO gap   9.6703 eV

Cartesian coordinates (Å):
C: 0.17967 0.76189 -0.66592
C: -1.99475 0.02151 0.50995
C: -0.44319 -1.63281 -0.62154
C: 0.39210 -0.54886 1.40487
C: -0.49940 -0.37931 0.18682
N: 1.43328 0.85523 -0.71085
P: 2.52605 1.83562 -1.41062
H: -0.60882 1.46411 -0.97234
H: -2.44046 -0.73763 1.10556
H: -2.10151 1.08505 0.81020
H: -2.59652 0.02124 -0.47264
H: -1.08273 -2.40601 -0.30507
H: 0.65059 -1.88133 -0.62903
H: -0.70852 -1.40264 -1.67703
H: -0.13477 -1.18820 2.08025
H: 1.32608 -1.01285 1.17791
H: 0.81434 0.42335 1.83683
H: 3.33058 1.68558 -0.33052
H: 1.95799 3.03606 -1.31682